Below is 2 unconnected molecules or ions with the total composition C5H5N3 in a non-equilibrium geometry, with properties calculated with the ωB97M-V functional and the def2-TZVPD basis.

The total energy is -357.52763 a.u. The max |F| is 4.83 eV/Å. The frontier orbital gap (alpha / beta) is 6.847 / 8.280 eV. The calculation puts the energy above the lowest of the compared OMol25 structures with the same formula, charge and spin at 153.73 kcal/mol. The value obtained for the HOMO energy (alpha / beta) is -7.32 / -8.08 eV.

Element x y z (Å)
C: -1.32635 -1.80701 -0.88892
C: -0.50958 0.44518 -1.53384
C: -0.72958 -1.62651 0.42272
C: -1.19373 -0.71590 -1.73197
C: -0.08516 0.42954 -0.24686
N: -0.10526 -0.50720 0.67611
N: 1.16563 2.11190 0.31501
N: 1.65300 2.00037 1.43529
H: -1.62398 -2.73989 -1.14223
H: -0.24324 1.27702 -2.27085
H: -0.75722 -2.53631 1.10013
H: 1.64494 2.69094 2.23706
H: 2.11054 0.97785 1.62834